[1]
11
Properties=species:S:1:pos:R:3:forces:R:3:mulliken_charge:R:1 method="wB97M-V/def2-TZVPD" spin_multiplicity=1 e_lumo_ev=4.3 e_homo_ev=-4.2 charge=-1 largest_force_ev_per_a=4.02 smiles="NC1(N)O[P@@]1(=O)[O-]" e_above_lowest_kcal_mol=75.8 gap_ev=8.45 total_energy_ha=-717.14849
H 0.445474 1.599683 1.377859 0.461 -0.815 -1.119 0.328
O 1.976705 -2.183392 -0.311205 -1.136 0.616 0.865 -0.705
N 0.855040 1.359912 0.445897 1.246 2.061 1.779 -0.659
P 0.633793 -1.585829 -0.012626 2.520 1.942 -2.068 0.773
H -1.574112 -0.610207 -0.048835 -1.027 2.471 0.606 0.345
H 0.682744 2.219857 -0.082959 0.019 -0.786 -0.529 0.251
O 0.402557 -0.192086 -1.324751 0.588 -0.609 -0.100 -0.555
N -1.459657 0.410299 0.317184 2.284 -1.598 -2.283 -0.866
O -0.600328 -2.320296 0.181245 -1.441 -1.417 0.353 -0.675
C 0.301091 0.195718 -0.048217 -3.855 -0.043 1.134 0.551
H -1.663306 1.106341 -0.493593 0.342 -1.822 1.362 0.213

---

[2]
117
Properties=species:S:1:pos:R:3:forces:R:3:mulliken_charge:R:1 method="wB97M-V/def2-TZVPD" spin_multiplicity=1 e_lumo_ev=-1.8 e_homo_ev=-8.8 charge=0 largest_force_ev_per_a=7.18 gap_ev=6.98 total_energy_ha=-4357.53516
H -1.134189 5.895554 -0.542910 0.914 -1.230 0.947 0.445
H -2.169426 1.468142 7.438993 -0.161 0.131 0.144 0.263
C -0.576597 5.161565 0.130912 1.004 -1.260 0.885 -0.958
H 3.414194 -5.201028 0.372331 -0.206 0.162 0.078 0.248
C 0.308141 -1.805734 2.105572 -0.813 -1.852 -0.421 -0.463
C 0.625102 7.493780 0.776373 0.741 -0.945 0.168 -0.404
C 4.636679 0.194811 2.001142 -0.042 -0.042 0.382 -0.159
H 2.541683 -0.783633 4.350672 0.142 -0.176 0.075 0.339
O -4.915376 -1.177429 3.474270 0.142 -0.057 0.121 -0.439
H 2.973443 -6.872222 1.883719 0.001 -0.069 0.238 0.302
H -1.686636 -3.101086 -5.460257 0.023 0.252 0.013 0.303
C 1.704667 1.615887 -2.070172 -1.203 2.750 0.385 -0.042
H -2.669607 3.513230 -2.058150 0.155 1.342 -0.902 0.113
C 0.257136 5.540964 -3.002288 1.074 -0.295 -0.732 -0.652
H -2.127124 3.684878 -4.659963 0.314 1.783 0.981 0.070
O -0.166603 1.672211 6.987997 0.063 -0.108 -0.163 -0.440
O 2.643513 -5.067406 0.941586 0.081 0.002 -0.231 -0.389
H 1.571576 5.446701 0.982149 -1.712 0.693 0.006 0.289
H 0.225644 5.792193 2.201664 0.423 0.131 -1.730 0.353
H -4.298712 -0.447565 3.620089 -0.100 -0.276 0.016 0.281
C -3.264735 0.742241 -4.190982 -0.180 0.008 0.212 -0.596
H 5.714554 -3.004930 -1.587897 -0.040 -0.412 0.211 0.273
O 3.891043 0.498059 -2.208048 0.661 -3.183 -1.460 -0.301
O 5.177307 0.463090 3.282671 0.011 0.260 0.076 -0.587
C 4.707031 -0.607905 -2.566776 0.716 1.701 0.135 0.809
H -3.757007 -0.233487 -4.190283 -0.052 0.027 -0.262 0.244
H -7.616836 -3.563714 2.633230 -0.187 -0.008 -0.193 0.189
H -0.250561 6.351697 -2.371608 0.736 -1.630 -0.609 0.066
H -6.383641 0.130525 2.853835 -0.149 -0.002 -0.203 0.274
C 1.271763 1.440032 -0.539942 0.404 1.247 -2.183 0.763
F 4.050170 -1.634678 -3.294096 1.976 2.427 2.195 -0.250
O 1.480481 -0.946087 2.254468 -1.693 2.544 -1.993 -0.133
H -3.207654 -4.821913 -5.394291 0.052 0.075 0.277 0.265
H 3.768895 -5.450851 2.626689 -0.046 -0.141 0.190 0.287
H 2.073154 0.472830 6.216591 -0.090 -0.051 0.266 0.210
H 4.435839 0.467339 3.906901 0.360 -0.267 0.056 0.341
H -1.315555 4.646379 0.861362 1.056 0.866 -1.528 0.337
C 0.329268 -2.742576 0.785121 -0.731 0.165 -0.356 -0.192
H -1.117631 -1.191579 -0.186044 0.886 -1.255 -0.284 0.146
F 5.763653 -0.082307 -3.398546 -2.455 -1.931 2.076 -0.271
C 0.518487 5.907820 1.096711 0.052 0.657 -0.139 -0.608
H -5.531469 -4.136414 3.398311 -0.126 -0.222 0.039 0.308
H 0.209602 -1.867125 -1.302911 -1.423 -0.425 1.183 -0.130
H -7.788588 -5.250379 2.086018 0.119 0.041 0.083 0.262
O -2.723929 0.996176 -2.901821 0.029 0.123 0.257 -0.395
H 1.390171 -2.972267 0.400117 -1.650 0.323 1.095 0.022
H -0.192568 -3.734249 1.078158 1.094 1.574 -0.358 0.463
H 0.272945 -2.502382 3.018828 0.221 1.299 -1.208 0.282
P 1.998291 3.009790 -4.694740 0.481 1.885 0.100 0.009
H 5.446309 0.182109 1.270068 -0.052 0.040 0.107 0.269
C -2.056642 4.761504 -4.230417 -0.164 -0.251 -1.428 -0.311
H 3.920445 0.977276 1.734944 -0.039 -0.048 -0.289 0.104
O 3.677365 2.609335 -4.748781 -2.429 -1.465 -0.227 -0.447
O -3.133517 -4.444357 -1.275423 -0.131 0.237 0.076 -0.389
H 0.448477 7.686258 -0.338578 0.046 -0.055 1.754 0.211
O -3.002473 -4.398028 -4.549925 -0.192 -0.221 -0.228 -0.495
C 0.579204 4.177819 -2.221521 0.093 -2.841 3.293 0.111
H 7.718252 -3.998883 -2.105863 0.119 -0.130 -0.169 0.265
H 1.998960 -0.567042 -2.371107 1.209 1.571 -0.512 -0.005
C -1.258116 1.204846 3.551927 -1.230 -1.459 -1.285 0.889
S -2.811446 4.831731 -2.538053 -0.030 -1.092 -0.197 -0.223
H 1.631454 -1.251122 6.407279 -0.054 0.090 0.204 0.221
C -1.360614 2.195089 7.550140 -0.007 -0.053 -0.247 -0.594
C 1.204145 0.235803 1.445423 0.992 -0.374 -0.831 -0.281
C 2.457963 -0.548123 6.275540 -0.161 0.127 -0.185 -0.558
H -2.919701 -5.715217 -2.883629 0.085 -0.225 0.215 0.153
C -5.846107 -0.749760 2.492332 0.213 0.194 0.103 -0.381
O -6.147408 -4.868426 3.253268 0.135 0.057 0.080 -0.513
H -1.307460 -2.928546 -0.804954 1.464 1.436 0.383 -0.041
C -0.529251 -2.138440 -0.457405 0.138 -0.354 -0.029 -0.181
H -2.338982 -2.576820 -3.887625 -0.034 -0.159 -0.031 0.062
C 2.541561 0.392605 -2.743190 -2.740 0.467 0.999 -0.692
H -4.011153 -4.179394 -1.581282 0.300 -0.025 0.059 0.236
O 3.167991 -0.862257 5.085972 0.020 0.098 -0.386 -0.567
H -3.982749 1.524406 -4.451443 -0.035 -0.080 -0.210 0.333
H -1.905039 -6.084167 -1.467772 -0.098 0.163 0.089 0.213
H -2.749191 5.392387 -4.920554 1.058 -1.122 1.344 0.341
H 4.140877 -0.779491 2.009468 -0.078 0.007 -0.280 0.111
O -2.474260 1.003834 3.421343 6.913 1.451 1.265 -0.583
H -0.660066 -1.183605 2.059563 1.398 -0.807 0.277 0.150
H -5.318189 -0.511678 1.565111 -0.206 0.042 -0.133 0.222
H -3.650092 -6.438259 -1.416134 0.120 -0.172 -0.009 0.276
C 1.366188 2.941801 -2.878342 0.044 -2.784 3.491 0.716
H -6.556992 -1.555418 2.306409 0.122 0.068 0.067 0.083
C -7.078389 -4.443679 2.271648 0.286 0.113 0.159 -0.420
H 2.010434 -5.680879 2.792741 0.047 0.038 -0.130 0.208
O 5.746914 -3.968284 -1.501503 -0.138 0.097 0.050 -0.389
H 1.662708 7.901978 1.071230 -1.824 -0.597 -0.411 0.353
Cl -0.627221 8.411545 1.814809 0.926 -0.632 -1.086 -0.233
C 0.461983 1.404802 2.170639 0.431 1.465 -3.562 -0.099
C 0.175094 3.978225 -0.699344 0.959 -0.746 -2.379 0.346
H -1.626089 3.129085 7.048040 -0.182 0.053 0.158 0.253
C -2.577670 -3.075662 -4.827962 -0.002 -0.010 -0.203 -0.399
H -3.463262 0.992060 -2.278823 0.262 -0.026 -0.123 0.240
H 3.138544 -0.628477 7.123900 -0.011 -0.021 -0.158 0.313
N 0.106318 2.613237 1.495581 2.334 -4.545 -0.955 -0.527
H -2.453636 0.738582 -4.920610 0.003 0.013 0.167 0.165
N 1.661436 0.192604 0.091147 -3.432 4.338 4.165 0.153
N 0.067216 1.252498 3.597822 -5.456 -0.041 -1.774 -0.226
H 6.502585 -4.156700 -3.411150 0.191 -0.122 -0.105 0.248
H -0.046587 4.835959 -5.213150 -0.526 0.788 1.532 0.289
F 5.318436 -1.099107 -1.350299 -1.561 0.832 -3.570 -0.285
H -0.734865 6.480831 -4.767346 0.395 -1.791 0.778 0.431
C 0.513094 2.635808 0.107189 0.381 0.263 -0.711 -0.119
H 1.290054 5.986645 -3.304348 -1.684 -0.746 0.484 0.403
H 3.792625 1.784318 -5.286561 0.125 0.854 0.667 0.360
H 6.815167 -5.520581 -2.308879 -0.059 0.119 0.038 0.212
H -6.550529 -4.205414 1.344220 -0.206 0.053 -0.145 0.168
H 2.467968 0.372336 -3.883715 0.398 0.318 1.681 0.429
C -0.582603 5.398423 -4.365271 -0.538 0.496 -0.342 -0.615
Cl 0.854617 1.551478 -5.791689 0.835 0.100 0.928 -0.243
H -1.194771 2.390299 8.610109 0.066 -0.055 -0.140 0.236
C 2.865773 -5.812460 2.128662 0.215 0.029 -0.197 -0.634
H -0.339854 1.508462 6.051305 0.304 0.047 0.286 0.276
H -3.379555 -2.530978 -5.333312 0.120 0.205 -0.022 0.260
C -2.890684 -5.747556 -1.792347 -0.234 -0.110 -0.210 -0.451
C 6.755018 -4.434114 -2.384278 -0.088 0.254 0.066 -0.558

---

[3]
12
Properties=species:S:1:pos:R:3:forces:R:3:mulliken_charge:R:1 method="wB97M-V/def2-TZVPD" spin_multiplicity=1 e_lumo_ev=-0.6 e_homo_ev=-9.1 charge=0 largest_force_ev_per_a=8.29 e_above_lowest_kcal_mol=106.3 gap_ev=8.57 total_energy_ha=-406.94751
N -1.768975 -0.684041 0.138720 -5.172 0.591 0.826 -0.191
N -1.136920 -1.734855 0.094982 2.916 3.138 -0.665 -0.395
N 2.323207 0.028592 0.410358 0.227 1.916 -1.209 -0.633
H 2.076729 -1.007559 0.507075 0.046 2.366 -0.435 0.360
N 0.259713 0.126524 -0.530265 -4.117 -2.487 -0.561 0.051
H 1.301857 1.806134 -0.276875 0.667 2.843 -0.274 0.452
N -1.544060 1.754829 0.049466 -1.485 -3.032 1.518 -0.640
H -2.578848 1.887701 0.733800 3.989 -1.387 -3.134 0.293
N 0.134952 -1.299804 -0.176757 2.081 -3.160 -0.520 -0.141
C 1.469217 0.803194 -0.207338 -0.014 -7.604 3.309 0.046
C -1.125069 0.491235 -0.166529 0.550 4.409 1.398 0.509
H 0.588202 -2.171953 -0.576639 0.312 2.406 -0.253 0.288

---

[4]
29
Properties=species:S:1:pos:R:3:forces:R:3:mulliken_charge:R:1 method="wB97M-V/def2-TZVPD" spin_multiplicity=1 e_lumo_ev=3.4 e_homo_ev=-4.4 charge=-1 largest_force_ev_per_a=1.28 e_above_lowest_kcal_mol=4.0 gap_ev=7.81 total_energy_ha=-670.98659
C -1.697737 1.077612 -0.729310 0.004 0.066 0.784 -0.780
H -2.478696 0.979769 -3.578869 -0.062 -0.118 -0.136 0.280
H 3.785691 1.258430 2.924357 0.063 0.290 0.177 0.304
H -3.360809 -0.529051 -3.266908 -0.150 0.079 -0.002 0.277
O 1.395662 0.632705 2.931475 -0.071 -0.055 -0.145 -0.741
H -0.080615 -1.684075 1.780302 0.365 -0.254 -0.093 0.416
H 4.832190 1.596421 0.873499 0.638 0.208 0.078 0.283
C -1.913028 -2.425313 -1.534620 -0.133 -0.936 0.092 -0.507
C -0.696868 -3.239111 0.397043 -0.134 0.170 -0.763 -0.557
C -3.028291 0.409578 -2.825791 1.061 -0.125 0.289 -1.297
H -1.989541 2.103593 -0.552051 0.320 0.191 -0.609 0.359
C -2.153800 0.159801 -1.624741 -0.323 -0.305 -0.154 0.560
C 4.067483 2.345555 1.042915 -0.574 -0.351 -0.137 -0.948
H 3.448724 2.269583 0.149872 -0.337 0.196 0.084 0.304
H -0.168604 -4.061644 0.857354 -0.295 -0.012 0.515 0.357
H -3.852865 1.012264 -2.514168 -0.896 0.303 -0.038 0.315
C -0.977499 -0.856882 0.065195 -0.828 -0.686 -0.599 -0.665
H -1.664237 -4.486585 -1.115473 0.274 -0.245 0.005 0.359
C -1.724203 -1.113424 -1.114991 0.365 0.410 -0.272 1.181
H 2.988873 2.869335 2.839336 0.234 -0.124 0.253 0.175
C 1.864791 1.325745 2.011064 0.172 0.183 0.089 0.536
C -0.532727 -1.937551 0.825990 0.765 0.550 0.867 -0.327
C -1.425833 -3.488638 -0.782321 -0.028 0.792 -0.167 -0.557
N -0.969127 0.488404 0.276324 -0.206 0.033 0.321 -0.046
H -0.224217 1.009669 0.814649 0.025 -0.340 -0.241 0.423
C 3.256463 1.964758 2.284996 -0.547 -0.060 -0.438 -0.351
O 1.306845 1.628441 0.916721 0.051 0.070 0.293 -0.877
H 4.439109 3.369559 1.091370 0.410 -0.183 -0.001 0.255
H -2.447125 -2.678948 -2.443217 -0.164 0.254 -0.052 0.268

---

[5]
4
Properties=species:S:1:pos:R:3:forces:R:3:mulliken_charge:R:1 method="wB97M-V/def2-TZVPD" spin_multiplicity=1 e_lumo_ev=-28.8 e_homo_ev=-33.0 charge=+4 largest_force_ev_per_a=4.74 e_above_lowest_kcal_mol=0.0 gap_ev=4.20 total_energy_ha=-1264.36505
O -1.187174 1.850741 0.180120 0.567 -3.113 0.748 0.024
V -1.208454 0.367040 0.764433 -2.515 3.994 0.458 2.139
O 0.032318 -0.467180 0.286838 1.303 -0.687 -0.879 -0.266
Tl 2.363310 -1.750601 -1.231392 0.645 -0.194 -0.326 2.104